{"formula": "C37H45ClIIrN3O3Si3", "method": "ωB97M-V with the def2-TZVPD basis set", "total_energy_ev": -96805.161, "fmax_ev_per_a": 0.588, "charge": 1, "orbital_gap_ev": 6.071, "homo_energy_ev": -9.74, "relative_energy_ev": 0.000, "symbols": ["Ir", "C", "Si", "C", "C", "C", "Si", "C", "C", "C", "Si", "C", "C", "C", "C", "C", "C", "C", "N", "H", "H", "H", "H", "H", "H", "H", "H", "H", "H", "H", "H", "H", "H", "H", "H", "H", "H", "H", "H", "H", "H", "H", "H", "H", "H", "H", "H", "Cl", "C", "C", "C", "I", "C", "O", "C", "N", "C", "C", "C", "C", "H", "H", "H", "H", "C", "O", "C", "C", "C", "C", "C", "C", "N", "C", "C", "C", "C", "C", "C", "C", "O", "H", "H", "H", "H", "H", "H", "H", "H", "H", "H", "H", "H", "H"], "positions_angstrom": [[0.207, 0.740, 0.825], [-2.375, -3.353, -0.322], [-1.371, -1.760, -0.407], [-2.347, -0.679, -1.584], [0.252, -2.255, -1.203], [-1.085, -0.952, 1.300], [-0.486, -2.295, 2.542], [-2.015, -3.231, 3.135], [0.708, -3.544, 1.800], [0.345, -1.800, 4.145], [-2.629, -0.142, 1.999], [-2.629, 0.263, 3.829], [-4.268, -0.975, 1.611], [-2.621, 1.609, 1.286], [-3.666, 2.526, 1.359], [-3.424, 3.872, 1.154], [-2.126, 4.288, 0.891], [-1.137, 3.337, 0.784], [-1.382, 2.029, 0.953], [-2.548, -3.694, -1.347], [-3.349, -3.227, 0.146], [-1.842, -4.150, 0.198], [-2.663, -1.289, -2.435], [-1.756, 0.144, -1.966], [-3.252, -0.277, -1.121], [0.518, -1.561, -2.002], [0.183, -3.259, -1.625], [1.055, -2.259, -0.471], [-2.638, -3.623, 2.338], [-2.640, -2.609, 3.774], [-1.683, -4.078, 3.740], [0.362, -4.005, 0.876], [0.853, -4.342, 2.533], [1.687, -3.093, 1.610], [-0.150, -0.992, 4.679], [1.392, -1.538, 4.011], [0.322, -2.689, 4.782], [-2.725, -0.620, 4.459], [-3.483, 0.913, 4.041], [-1.719, 0.794, 4.111], [-4.190, -2.053, 1.736], [-4.626, -0.784, 0.598], [-5.032, -0.630, 2.312], [-4.659, 2.172, 1.605], [-4.226, 4.596, 1.222], [-1.883, 5.332, 0.756], [-0.116, 3.612, 0.546], [6.011, -0.110, 4.370], [4.387, 0.254, 3.887], [3.556, 0.925, 4.741], [2.236, 1.236, 4.375], [1.002, 2.245, 5.703], [1.724, 0.857, 3.152], [0.482, 1.073, 2.782], [2.604, 0.179, 2.259], [2.084, -0.127, 1.024], [2.861, -0.678, 0.118], [4.195, -1.022, 0.389], [4.727, -0.758, 1.620], [3.936, -0.124, 2.601], [3.924, 1.219, 5.714], [2.409, -0.862, -0.843], [4.787, -1.496, -0.380], [5.752, -1.016, 1.850], [-0.793, 0.979, -5.290], [0.421, 1.021, -4.544], [1.056, -0.132, -4.281], [0.590, -1.384, -4.677], [1.346, -2.522, -4.461], [2.592, -2.437, -3.857], [3.053, -1.202, -3.446], [2.289, -0.053, -3.619], [2.898, 1.165, -3.200], [2.458, 2.379, -2.948], [1.161, 2.838, -2.641], [0.869, 4.141, -3.118], [-0.389, 4.665, -3.039], [-1.390, 3.896, -2.421], [-1.114, 2.678, -1.854], [0.184, 2.105, -1.895], [0.517, 1.036, -1.231], [-1.084, 2.016, -5.428], [-1.572, 0.452, -4.736], [-0.636, 0.506, -6.261], [-0.364, -1.463, -5.177], [0.960, -3.481, -4.780], [3.199, -3.319, -3.712], [4.026, -1.119, -2.976], [3.907, 1.095, -3.221], [3.246, 3.127, -2.978], [1.656, 4.701, -3.611], [-0.608, 5.641, -3.447], [-2.400, 4.283, -2.360], [-1.900, 2.129, -1.358]], "forces_ev_per_angstrom": [[0.2, 0.2, 0.4], [0.0, 0.0, 0.1], [-0.1, -0.2, 0.3], [-0.1, 0.0, 0.0], [0.1, 0.2, -0.1], [0.4, 0.4, -0.2], [-0.1, 0.0, 0.0], [0.0, 0.0, -0.1], [0.0, 0.0, -0.1], [0.0, 0.1, 0.0], [-0.2, -0.2, 0.1], [0.1, 0.0, 0.0], [0.0, 0.1, 0.0], [0.1, 0.1, 0.0], [0.1, -0.1, -0.1], [0.1, 0.1, 0.0], [-0.1, 0.1, 0.1], [0.0, -0.1, 0.2], [-0.2, 0.0, 0.1], [0.0, 0.0, 0.0], [-0.1, 0.0, 0.0], [0.0, 0.0, 0.0], [0.0, 0.0, 0.0], [0.1, 0.1, -0.1], [0.0, 0.0, 0.0], [0.0, 0.0, 0.1], [0.0, 0.0, 0.0], [-0.1, -0.1, 0.0], [-0.1, -0.1, -0.1], [0.0, 0.0, 0.0], [0.0, 0.0, 0.0], [0.0, 0.0, 0.0], [0.0, 0.0, 0.0], [0.0, 0.0, 0.0], [0.0, 0.1, 0.0], [0.1, 0.0, 0.0], [0.0, 0.0, 0.0], [0.0, 0.0, 0.0], [0.0, 0.0, 0.0], [0.0, 0.0, 0.0], [0.0, 0.0, 0.1], [0.0, 0.0, 0.0], [0.0, 0.0, 0.0], [0.0, 0.0, 0.0], [0.0, 0.0, 0.0], [0.0, 0.0, 0.0], [0.0, 0.0, 0.0], [0.0, 0.0, 0.0], [0.0, 0.0, 0.0], [0.0, 0.0, 0.0], [0.0, 0.0, 0.1], [0.0, 0.0, 0.0], [0.0, -0.2, 0.0], [-0.2, -0.1, 0.1], [0.0, 0.1, 0.0], [-0.2, 0.1, 0.0], [0.0, 0.0, 0.0], [0.0, 0.0, 0.0], [0.0, 0.0, 0.0], [0.0, 0.0, 0.0], [0.0, 0.0, 0.0], [0.0, 0.0, -0.1], [0.0, 0.0, 0.0], [0.0, 0.0, 0.0], [0.0, 0.0, 0.0], [0.0, 0.1, 0.0], [0.0, 0.0, 0.0], [0.0, 0.0, 0.0], [0.0, 0.0, 0.0], [0.0, 0.0, 0.0], [0.0, -0.1, 0.1], [-0.1, -0.1, 0.3], [0.1, 0.1, -0.2], [-0.1, -0.2, 0.3], [0.0, 0.1, 0.0], [0.0, 0.0, 0.0], [0.0, 0.0, 0.0], [0.1, 0.0, -0.1], [-0.1, -0.2, -0.3], [-0.2, 0.1, 0.1], [0.1, -0.1, -0.5], [0.0, 0.0, 0.0], [0.0, 0.0, 0.0], [0.0, 0.0, 0.0], [0.0, 0.0, 0.0], [0.0, 0.0, 0.0], [0.0, 0.0, 0.0], [0.0, 0.0, 0.0], [0.0, 0.0, -0.1], [0.0, 0.0, -0.1], [0.0, 0.0, 0.0], [0.0, 0.0, 0.0], [0.0, 0.0, 0.0], [0.0, 0.0, -0.1]], "mulliken_charge": [1.1933, -1.1443, -0.3154, -0.4061, 0.8581, 0.7621, -0.1704, -1.1194, -1.0588, -1.1936, -0.0672, -1.2023, -1.2957, 0.2745, -0.8760, -0.5865, -1.0898, -0.1187, 0.9318, 0.3918, 0.3516, 0.3362, 0.6811, -0.6480, 0.2158, -1.4411, 0.7588, -0.1986, 0.3437, 0.2935, 0.4588, 0.3084, 0.5363, 0.2288, 0.2732, 0.3033, 0.5952, 0.3729, 0.4467, 0.0997, 0.4295, 0.3766, 0.4492, 0.5465, 0.4644, 0.5188, 0.5056, -0.2567, 0.6237, -0.3513, 0.2269, 0.0361, -0.6991, -0.8250, 0.2764, 0.2991, 0.3768, -1.5859, -1.3296, 0.0538, 0.4453, 0.2008, 0.5647, 0.4807, -1.0737, -0.3738, 0.7177, -0.5202, -0.8203, -0.9701, -0.2759, 0.3454, 0.2349, -1.0548, 0.8181, -0.8730, -1.2447, -0.5968, -0.5641, 0.9249, 0.9996, 0.2500, 0.3348, 0.4550, 0.4952, 0.4642, 0.4244, 0.4544, 0.3797, 0.5197, 0.4406, 0.4276, 0.5406, 0.2298]}

{"formula": "C5H6BrN2", "method": "ωB97M-V with the def2-TZVPD basis set", "total_energy_ev": -78290.753, "fmax_ev_per_a": 3.668, "charge": 1, "orbital_gap_ev": [7.377, 7.603], "homo_energy_ev": [-13.86, -14.09], "relative_energy_ev": 7.994, "symbols": ["C", "C", "C", "C", "C", "N", "N", "Br", "H", "H", "H", "H", "H", "H"], "positions_angstrom": [[0.670, -1.025, 0.081], [-1.669, 0.329, 0.637], [1.263, -2.377, 0.145], [-0.892, 2.187, -0.399], [0.686, 0.455, 0.186], [0.065, -1.865, -0.626], [-0.687, 0.982, 0.024], [-3.315, 0.078, 0.001], [2.197, -2.680, -0.354], [1.121, -3.091, 0.995], [-0.043, 2.677, -0.602], [-1.837, 2.491, -0.572], [1.179, 0.905, 1.052], [1.263, 0.933, -0.569]], "forces_ev_per_angstrom": [[1.1, -1.0, -0.4], [-0.9, -1.9, 1.8], [0.4, -0.5, 1.1], [0.7, -2.5, 0.2], [0.2, 0.1, 0.8], [-0.1, 0.2, 0.1], [0.0, 0.6, -0.5], [0.1, 0.3, -0.3], [-0.6, 0.7, -0.5], [-0.5, 1.1, -0.5], [2.6, 2.4, -0.7], [-2.9, 1.3, -0.4], [-0.6, -0.6, 0.6], [0.4, -0.2, -1.3]], "mulliken_charge": [0.2602, -0.1256, -0.3921, -0.1390, -0.2954, -0.4043, 0.1941, 0.2006, 0.2404, 0.2042, 0.3202, 0.2202, 0.3730, 0.3437]}

{"formula": "C24H28N3O2", "method": "ωB97M-V with the def2-TZVPD basis set", "total_energy_ev": -33901.592, "fmax_ev_per_a": 2.625, "charge": 1, "orbital_gap_ev": 8.349, "homo_energy_ev": -11.73, "smiles": "O=C1c2ccccc2C(=O)N1C[C@@H]1CCC[N@@H+]1[C@H](c1ccccc1)N1CCCC1", "relative_energy_ev": 0.231, "symbols": ["O", "C", "C", "C", "C", "C", "C", "C", "C", "O", "N", "C", "C", "C", "C", "C", "N", "C", "C", "C", "C", "C", "C", "C", "N", "C", "C", "C", "C", "H", "H", "H", "H", "H", "H", "H", "H", "H", "H", "H", "H", "H", "H", "H", "H", "H", "H", "H", "H", "H", "H", "H", "H", "H", "H", "H", "H"], "positions_angstrom": [[-0.784, 1.975, 1.962], [0.295, 2.253, 1.430], [1.612, 2.499, 2.045], [1.973, 2.337, 3.370], [3.313, 2.553, 3.701], [4.228, 2.971, 2.726], [3.843, 3.129, 1.391], [2.526, 2.843, 1.061], [1.853, 2.764, -0.247], [2.307, 2.964, -1.370], [0.529, 2.342, 0.056], [-0.473, 2.161, -0.997], [-0.047, 1.090, -1.962], [-0.623, 1.176, -3.366], [-0.664, -0.242, -3.922], [-0.577, -1.206, -2.731], [-0.224, -0.344, -1.508], [-0.903, -0.559, -0.135], [0.209, -1.373, 0.534], [0.588, -2.497, -0.201], [1.880, -2.999, -0.043], [2.707, -2.495, 0.975], [2.241, -1.474, 1.810], [0.950, -0.957, 1.630], [-2.133, -1.278, -0.131], [-2.294, -2.554, 0.554], [-3.790, -2.730, 0.842], [-4.488, -1.524, 0.193], [-3.395, -0.585, -0.328], [1.211, 2.049, 4.091], [3.649, 2.404, 4.722], [5.255, 3.174, 3.020], [4.523, 3.470, 0.614], [-1.464, 1.981, -0.574], [-0.514, 3.074, -1.594], [1.024, 1.287, -2.080], [-1.603, 1.658, -3.296], [0.027, 1.795, -3.993], [-1.590, -0.486, -4.451], [0.177, -0.422, -4.615], [-1.482, -1.757, -2.466], [0.199, -1.974, -2.882], [0.793, -0.525, -1.371], [-1.043, 0.420, 0.334], [-0.086, -2.922, -0.956], [2.202, -3.810, -0.697], [3.677, -2.964, 1.173], [2.860, -1.128, 2.644], [0.523, -0.233, 2.320], [-1.698, -2.668, 1.476], [-1.974, -3.324, -0.162], [-3.940, -2.713, 1.928], [-4.180, -3.676, 0.455], [-5.115, -1.852, -0.641], [-5.113, -1.025, 0.936], [-3.533, -0.485, -1.415], [-3.440, 0.417, 0.141]], "forces_ev_per_angstrom": [[1.8, 0.4, -1.1], [-1.5, -0.5, 0.6], [0.2, -0.1, 0.6], [-0.1, 0.1, -0.1], [0.0, 0.1, -0.2], [-0.2, 0.0, 0.0], [-0.1, 0.0, -0.2], [0.4, 0.1, 0.7], [0.4, 0.2, -1.3], [-1.1, -0.4, 1.8], [-0.5, 0.1, -0.8], [-0.1, 0.5, 0.1], [0.6, 0.5, -1.0], [-0.4, 0.5, 0.0], [-0.2, -0.7, -0.1], [0.1, -0.1, 0.5], [1.8, 0.7, -1.3], [-0.6, -1.7, 1.9], [-0.5, -0.1, 0.0], [1.2, -0.2, -0.2], [-0.4, -0.3, 0.4], [-0.1, 0.0, 0.0], [-0.2, -0.7, 0.3], [0.4, 0.2, -0.3], [0.5, 0.8, 0.1], [0.1, -1.1, -0.5], [0.2, 0.3, 0.3], [-0.3, 0.0, 0.1], [-0.1, 0.1, -0.7], [0.3, 0.0, 0.0], [0.0, 0.1, -0.1], [-0.2, 0.0, -0.1], [0.0, -0.2, 0.2], [0.2, 0.3, 0.1], [-0.1, 0.1, 0.1], [0.0, -0.6, 0.1], [-0.1, -0.2, -0.3], [-0.3, 0.1, 0.2], [0.2, 0.4, -0.1], [-0.4, 0.1, 0.4], [-0.1, 0.4, -0.1], [-0.2, 0.5, 0.3], [-1.2, -0.6, 0.5], [0.2, -0.3, -0.3], [0.5, 0.3, 0.3], [0.1, 0.1, 0.4], [-0.3, 0.4, -0.3], [-0.3, -0.1, -0.3], [0.3, 0.1, -0.3], [-0.1, 0.3, -0.4], [0.0, -0.3, 0.5], [-0.1, -0.1, -0.3], [0.2, 0.2, 0.1], [0.0, 0.1, 0.2], [-0.1, 0.0, -0.3], [-0.1, 0.5, 0.2], [0.2, -0.4, -0.1]], "mulliken_charge": [-0.6202, 0.3686, 0.5905, -0.4822, -0.6645, -0.4597, -0.5078, 0.0305, 0.3135, -0.6503, 0.5450, -1.8661, 0.4865, -0.9960, -0.6288, -0.6037, -0.0714, 0.4272, -0.8016, -0.3620, -0.8961, -0.5930, -0.8090, -0.2110, 0.6045, -0.4198, -0.5612, -0.6202, -0.4788, 0.4972, 0.4377, 0.4269, 0.4958, 0.5846, 0.4020, 0.4749, 0.4564, 0.3212, 0.3530, 0.3281, 0.4684, 0.3531, 0.7264, 0.0237, 0.4258, 0.4418, 0.4126, 0.4550, 0.6830, 0.1570, 0.2455, 0.3229, 0.2994, 0.3115, 0.3365, 0.2360, 0.2608]}

{"formula": "C3H5NO2", "method": "ωB97M-V with the def2-TZVPD basis set", "total_energy_ev": -8774.385, "fmax_ev_per_a": 2.926, "orbital_gap_ev": 10.177, "homo_energy_ev": -9.52, "smiles": "[H]/N=C/COC=O", "relative_energy_ev": 3.310, "symbols": ["H", "N", "C", "C", "O", "C", "O", "H", "H", "H", "H"], "positions_angstrom": [[0.416, 2.111, -0.298], [0.120, 1.209, -0.614], [-0.735, 0.600, 0.123], [-0.815, -0.896, -0.233], [0.554, -1.165, -0.556], [1.264, -0.275, 0.160], [0.944, 0.058, 1.313], [-1.431, 1.046, 0.847], [-1.142, -1.557, 0.568], [-1.461, -1.017, -1.117], [2.285, -0.115, -0.192]], "forces_ev_per_angstrom": [[-0.4, 0.9, 0.1], [-1.2, 0.1, 0.3], [-1.4, 0.7, -1.7], [-0.1, 0.5, 0.0], [-0.3, -0.2, -0.4], [1.6, -0.9, 2.3], [1.4, -0.8, -0.4], [0.3, -0.1, -0.2], [-0.1, 0.3, 0.1], [0.5, -0.2, 0.2], [-0.1, -0.3, -0.4]], "mulliken_charge": [0.2557, -0.5363, 0.0213, -0.3608, -0.3219, 0.2314, -0.5486, 0.3259, 0.2798, 0.2843, 0.3692]}

{"formula": "C20H30ClN3O3", "method": "ωB97M-V with the def2-TZVPD basis set", "total_energy_ev": -44364.134, "fmax_ev_per_a": 0.035, "orbital_gap_ev": 9.959, "homo_energy_ev": -9.49, "smiles": "CC[C@H](C)[C@@H](CC(=O)N[C@@]1(CO)CC[C@H](C)C1)NC(=O)c1cncc(Cl)c1", "relative_energy_ev": 0.070, "symbols": ["C", "C", "C", "C", "C", "C", "C", "O", "N", "C", "C", "O", "C", "C", "C", "C", "C", "N", "C", "O", "C", "C", "N", "C", "C", "Cl", "C", "H", "H", "H", "H", "H", "H", "H", "H", "H", "H", "H", "H", "H", "H", "H", "H", "H", "H", "H", "H", "H", "H", "H", "H", "H", "H", "H", "H", "H", "H"], "positions_angstrom": [[-2.594, -1.451, -3.105], [-2.143, -0.997, -1.722], [-0.630, -1.078, -1.508], [-0.145, -2.526, -1.493], [-0.232, -0.354, -0.214], [1.276, -0.449, 0.076], [1.680, 0.547, 1.146], [2.088, 1.663, 0.845], [1.479, 0.140, 2.417], [1.864, 0.893, 3.619], [3.378, 1.037, 3.671], [3.994, -0.250, 3.637], [1.124, 2.234, 3.703], [-0.316, 1.853, 4.071], [-0.221, 0.507, 4.833], [-0.794, 0.562, 6.243], [1.277, 0.153, 4.821], [-0.607, 1.054, -0.241], [-1.592, 1.546, 0.552], [-2.415, 0.842, 1.112], [-1.617, 3.038, 0.714], [-2.838, 3.651, 0.975], [-2.972, 4.957, 1.178], [-1.875, 5.707, 1.149], [-0.616, 5.177, 0.913], [0.770, 6.216, 0.925], [-0.471, 3.822, 0.685], [-3.665, -1.294, -3.233], [-2.081, -0.886, -3.887], [-2.399, -2.510, -3.279], [-2.469, 0.032, -1.564], [-2.640, -1.592, -0.949], [-0.138, -0.550, -2.337], [-0.526, -3.046, -0.609], [-0.498, -3.065, -2.370], [0.943, -2.599, -1.488], [-0.793, -0.796, 0.615], [1.535, -1.466, 0.370], [1.845, -0.198, -0.822], [1.282, -0.838, 2.553], [3.719, 1.613, 2.809], [3.647, 1.581, 4.580], [4.515, -0.373, 4.432], [1.584, 2.807, 4.514], [1.213, 2.822, 2.794], [-0.797, 2.627, 4.672], [-0.923, 1.729, 3.175], [-0.773, -0.251, 4.270], [-0.298, 1.343, 6.826], [-1.862, 0.784, 6.225], [-0.657, -0.386, 6.767], [1.474, -0.921, 4.795], [1.755, 0.546, 5.724], [0.087, 1.700, -0.583], [-3.734, 3.046, 1.022], [-1.993, 6.769, 1.326], [0.516, 3.398, 0.534]], "forces_ev_per_angstrom": [[0.0, 0.0, 0.0], [0.0, 0.0, 0.0], [0.0, 0.0, 0.0], [0.0, 0.0, 0.0], [0.0, 0.0, 0.0], [0.0, 0.0, 0.0], [0.0, 0.0, 0.0], [0.0, 0.0, 0.0], [0.0, 0.0, 0.0], [0.0, 0.0, 0.0], [0.0, 0.0, 0.0], [0.0, 0.0, 0.0], [0.0, 0.0, 0.0], [0.0, 0.0, 0.0], [0.0, 0.0, 0.0], [0.0, 0.0, 0.0], [0.0, 0.0, 0.0], [0.0, 0.0, 0.0], [0.0, 0.0, 0.0], [0.0, 0.0, 0.0], [0.0, 0.0, 0.0], [0.0, 0.0, 0.0], [0.0, 0.0, 0.0], [0.0, 0.0, 0.0], [0.0, 0.0, 0.0], [0.0, 0.0, 0.0], [0.0, 0.0, 0.0], [0.0, 0.0, 0.0], [0.0, 0.0, 0.0], [0.0, 0.0, 0.0], [0.0, 0.0, 0.0], [0.0, 0.0, 0.0], [0.0, 0.0, 0.0], [0.0, 0.0, 0.0], [0.0, 0.0, 0.0], [0.0, 0.0, 0.0], [0.0, 0.0, 0.0], [0.0, 0.0, 0.0], [0.0, 0.0, 0.0], [0.0, 0.0, 0.0], [0.0, 0.0, 0.0], [0.0, 0.0, 0.0], [0.0, 0.0, 0.0], [0.0, 0.0, 0.0], [0.0, 0.0, 0.0], [0.0, 0.0, 0.0], [0.0, 0.0, 0.0], [0.0, 0.0, 0.0], [0.0, 0.0, 0.0], [0.0, 0.0, 0.0], [0.0, 0.0, 0.0], [0.0, 0.0, 0.0], [0.0, 0.0, 0.0], [0.0, 0.0, 0.0], [0.0, 0.0, 0.0], [0.0, 0.0, 0.0], [0.0, 0.0, 0.0]], "mulliken_charge": [-1.4028, -0.1229, 0.2861, -1.5753, -0.3388, -1.3474, 0.4374, -0.7035, 0.0375, 1.3670, -1.4502, -0.5579, -1.0166, -0.1191, 0.7171, -1.7777, -1.8190, 0.0542, 0.6683, -0.6734, 0.6376, -0.6713, -0.6396, -0.2066, 0.0642, -0.2107, -0.5931, 0.4214, 0.3202, 0.3212, 0.0794, 0.3368, 0.3009, 0.3586, 0.4429, 0.3481, 0.4447, 0.5546, 0.3143, 0.4174, 0.3942, 0.6111, 0.3300, 0.5036, 0.3793, 0.5808, -0.4311, 0.2590, 0.3876, 0.4281, 0.4007, 0.4312, 0.3164, 0.3963, 0.4740, 0.3786, 0.4561]}

{"formula": "ClO2S2", "method": "ωB97M-V with the def2-TZVPD basis set", "total_energy_ev": -38289.206, "fmax_ev_per_a": 1.892, "charge": -1, "orbital_gap_ev": 7.586, "homo_energy_ev": -5.27, "relative_energy_ev": 0.641, "symbols": ["O", "O", "S", "S", "Cl"], "positions_angstrom": [[-0.538, 1.362, -0.521], [-0.362, -1.050, -1.185], [-1.238, -0.424, 1.431], [-0.346, -0.001, -0.199], [2.484, 0.112, 0.473]], "forces_ev_per_angstrom": [[0.8, 1.3, -1.2], [0.8, 0.7, 0.0], [0.3, -0.5, 0.7], [-0.5, -1.4, 0.9], [-1.3, -0.1, -0.4]], "mulliken_charge": [-0.3951, -0.4202, -0.3106, 0.7751, -0.6492]}

> Which formula does entry 1 have?

C37H45ClIIrN3O3Si3